one | {"formula": "C5H17N2O3", "method": "wB97M-V/def2-TZVPD", "charge": 1, "symbols": ["N", "C", "C", "N", "C", "C", "C", "O", "H", "H", "H", "H", "H", "H", "H", "H", "H", "H", "H", "H", "H", "H", "H", "O", "H", "H", "O"], "xyz": [[-0.75357, 0.00000, 0.70788], [-0.69885, 1.39186, 1.24902], [0.60536, 2.15259, 0.61902], [1.23168, 1.17198, -0.29428], [2.45950, 0.49017, 0.20227], [1.05739, 1.22707, -1.79745], [0.65496, -0.06879, -2.50050], [0.21284, -1.02281, -1.89940], [-1.75870, -0.16547, 0.35578], [-0.33120, -0.90903, 1.19611], [-0.11125, -0.11049, -0.04116], [-1.65942, 1.70042, 0.91541], [-0.54419, 1.51610, 2.29346], [0.45637, 3.05085, -0.03927], [1.24797, 2.18919, 1.51673], [2.46846, -0.48303, -0.28297], [2.64420, 0.54609, 1.24664], [3.37245, 0.87417, -0.08979], [1.88032, 1.59150, -2.38512], [0.13639, 1.93536, -1.98221], [0.66573, -0.01037, -3.66656], [-3.70496, -0.71749, 1.15910], [-3.67192, -1.54997, -0.03346], [-3.12282, -1.22022, 0.59319], [0.08613, -3.63211, 2.26372], [-1.38543, -3.21842, 2.34942], [-0.54101, -3.00305, 2.01805]]}

two | {"formula": "C5H17N2O3", "method": "wB97M-V/def2-TZVPD", "charge": 1, "symbols": ["C", "O", "C", "C", "C", "C", "N", "N", "H", "H", "H", "H", "H", "H", "H", "H", "H", "H", "H", "H", "H", "H", "H", "O", "H", "H", "O"], "xyz": [[-0.91079, 0.70561, 2.99683], [-1.91773, 0.98688, 4.01507], [-1.41950, 1.17388, 1.63067], [-2.10825, 0.09702, 0.78446], [-1.16723, -0.51993, -0.26299], [-0.50650, 0.24234, -1.13240], [0.44180, -0.29361, -2.12107], [-1.10388, -1.89360, -0.23616], [-0.93439, -0.37807, 3.10351], [0.00628, 1.18789, 3.33222], [-2.00511, 1.93278, 4.16843], [-2.12993, 1.97983, 1.82549], [-0.59480, 1.67334, 1.11963], [-2.86133, 0.56897, 0.18597], [-2.50132, -0.70129, 1.39805], [-0.66671, 1.30462, -1.23496], [1.12075, 0.43874, -2.44710], [1.01684, -1.03870, -1.72654], [-0.05512, -0.60821, -2.95563], [-1.68880, -2.35492, 0.43774], [-0.99947, -2.39405, -1.10468], [3.29139, 0.69462, -2.09450], [2.67598, 1.97682, -2.86826], [2.70740, 1.01560, -2.79111], [4.46185, -1.67635, -0.65664], [3.76896, -2.48946, -1.83015], [4.07959, -1.63074, -1.53590]]}

Here are the energies relative to the best structure, in kJ/mol: one 161.0; two 0.0.

one | {"formula": "C7H8OS", "method": "wB97M-V/def2-TZVPD", "symbols": ["C", "C", "C", "C", "C", "C", "C", "O", "S", "H", "H", "H", "H", "H", "H", "H", "H"], "xyz": [[-0.56594, 1.28936, 0.12220], [0.80414, 1.71558, -0.14700], [-0.99125, 0.04389, -0.05393], [1.65973, 0.76188, 0.17725], [-0.00140, -1.01730, -0.39584], [1.39631, -0.69776, 0.33030], [-2.34593, -0.45948, 0.09628], [4.09862, -0.46328, 0.53210], [3.05926, -0.34741, -0.46544], [-1.29632, 2.19075, 0.09726], [1.02967, 2.79872, -0.45909], [-0.37217, -2.09817, -0.13933], [0.16472, -0.93823, -1.54792], [1.69934, -1.05087, 1.34925], [-2.67161, -1.28982, -0.68666], [-3.10660, 0.44196, 0.07000], [-2.56057, -0.87982, 1.12057]]}

two | {"formula": "C7H8OS", "method": "wB97M-V/def2-TZVPD", "smiles": "O=C\\C=C/C=C\\C=C\\S", "symbols": ["C", "C", "C", "C", "C", "C", "C", "O", "S", "H", "H", "H", "H", "H", "H", "H", "H"], "xyz": [[1.12103, -0.16835, -0.44292], [0.23241, -0.94112, -1.16661], [0.73799, 0.17438, 0.91365], [-1.14435, -1.38531, -1.03154], [2.17841, 2.23313, 0.76470], [1.29703, 1.31320, 1.46661], [-2.04679, -0.82301, -0.16030], [3.01952, 1.89243, -0.03178], [-3.73050, -1.40428, 0.09317], [2.00896, 0.14850, -0.96018], [0.41302, -1.08784, -2.18965], [0.01507, -0.32420, 1.46105], [-1.34614, -2.28386, -1.63831], [1.97592, 3.34072, 0.89895], [1.02457, 1.77120, 2.38742], [-2.00174, 0.20223, 0.15953], [-3.75441, -2.65781, -0.52377]]}

Here are the energies relative to the best structure, in kJ/mol: one 117.2; two 0.0.

one | {"formula": "CH6N2O2", "method": "wB97M-V/def2-TZVPD", "symbols": ["N", "C", "O", "O", "H", "H", "N", "H", "H", "H", "H"], "xyz": [[1.07764, -0.60724, 0.14981], [-0.41317, -0.39464, -1.03941], [-1.29668, -1.01289, -0.54838], [-0.03238, 0.43672, -1.79772], [0.85685, -1.53269, 0.50281], [1.92008, -0.67970, -0.40853], [0.21015, 1.29918, 2.23335], [1.21642, 0.06070, 0.90919], [-0.63621, 0.77704, 2.03815], [0.06913, 1.66454, 3.16823], [0.31928, 2.08457, 1.60625]]}

two | {"formula": "CH6N2O2", "method": "wB97M-V/def2-TZVPD", "smiles": "NC(N)=O.O", "symbols": ["N", "C", "N", "O", "H", "H", "H", "H", "H", "H", "O"], "xyz": [[0.42853, -0.94545, 1.95417], [0.51959, -0.33269, 0.71223], [-0.14411, 0.83519, 0.49025], [1.17709, -0.89224, -0.16755], [0.15047, -0.40570, 2.75190], [1.00896, -1.74929, 1.92241], [-0.61117, 1.18942, 1.28246], [-0.21334, 1.08773, -0.47768], [-1.51108, 0.30837, -2.94153], [-0.06930, 0.40468, -3.09846], [-0.73565, 0.49998, -2.42820]]}

three | {"formula": "CH6N2O2", "method": "wB97M-V/def2-TZVPD", "smiles": "NC(=O)O.N", "symbols": ["N", "C", "O", "O", "H", "H", "H", "N", "H", "H", "H"], "xyz": [[0.84116, 1.08024, -0.46606], [-0.29200, 1.50849, 0.15987], [-1.38543, 0.73276, -0.12197], [-0.36385, 2.46400, 0.87569], [1.00736, 0.08020, -0.45938], [1.62736, 1.68192, -0.30429], [-1.29076, 0.47519, -1.04972], [0.16268, -1.82241, 0.27207], [-0.76849, -1.42403, 0.24194], [0.19894, -2.60567, -0.36244], [0.26306, -2.17071, 1.21429]]}

Here are the energies relative to the best structure, in kJ/mol: one 30.0; two 11.6; three 0.0.